[1]
Molecular formula: C3H20F9O19S3
Method: DFT, ωB97M-V/def2-TZVPD

Computed properties:
Energy relative to the best compared isomer or geometry (same formula, charge and spin) in eV: 0.0000
Largest force on an atom in hartree/bohr: 0.02127
HOMO level in eV: -2.528
LUMO energy in eV: 6.07
E_tot in hartree: -3649.40937
Charge: -3

Geometry as XYZ:
```
54
C3H20F9O19S3 | the OMol25 dataset | ωB97M-V/def2-TZVPD
C 4.978 -0.800 1.859
H 0.096 -2.981 -0.172
F 3.695 -0.643 2.168
H 3.031 0.558 -1.158
O -3.107 2.124 -3.811
O 2.050 -2.757 3.720
F 5.358 0.251 1.127
F -5.882 -0.209 -2.899
O 0.043 2.323 2.565
O 1.922 3.507 -0.861
F -3.727 -0.413 -2.549
H -0.900 -0.766 4.843
H -0.491 -0.907 3.381
O 0.916 1.958 -3.328
O -0.499 -3.736 -0.010
F -1.096 -0.030 -1.492
O -5.266 2.475 -2.644
F -1.262 1.379 0.183
O 6.691 -2.663 1.139
O -3.717 0.596 2.533
H 0.466 1.482 2.315
H 0.684 2.981 2.277
O 3.812 0.174 -1.585
S 5.268 -2.422 0.964
H 1.121 1.416 -4.094
H -3.966 1.376 2.025
C -0.987 0.125 -0.168
H -1.128 -3.683 -0.741
H -1.965 -3.283 -3.215
O 1.540 0.890 0.154
F 5.706 -0.772 2.995
H -2.785 0.467 2.331
H 1.546 2.613 -0.881
O -1.126 -1.236 4.037
H -2.294 -1.983 -2.493
S -4.537 1.889 -3.754
H 1.624 -2.012 3.278
O -5.218 1.987 -5.038
H 2.642 -3.141 3.058
O -2.002 -2.890 -2.339
O 0.547 -0.531 1.859
F -1.884 -0.678 0.409
S 0.739 -0.298 0.433
H 4.054 -0.583 -1.017
H -1.916 3.121 1.670
O 1.090 -1.457 -0.344
O 4.896 -2.156 -0.424
H 1.158 4.081 -0.760
H 0.448 1.359 -2.735
F -4.558 -0.705 -4.519
O -2.749 3.562 1.442
O 4.380 -3.340 1.656
H -2.779 4.337 2.007
C -4.657 0.044 -3.397
```



[2]
Molecular formula: C6H8BrCl2F5NO9P2S
Method: DFT, ωB97M-V/def2-TZVPD

Computed properties:
Largest force on an atom in hartree/bohr: 0.10210
HOMO level in eV: -6.008
LUMO energy in eV: 2.35
E_tot in hartree: -6040.08755
Charge: -1

Geometry as XYZ:
```
35
C6H8BrCl2F5NO9P2S | the OMol25 dataset | ωB97M-V/def2-TZVPD
H 2.183 1.127 2.143
F 3.865 3.471 1.255
F -3.436 -1.004 2.120
C 0.580 -0.205 -1.157
C 4.056 0.914 -0.794
C -3.087 -4.586 -1.642
H 1.321 -0.596 1.879
O -2.753 1.623 -1.351
H -1.271 2.831 1.237
Cl -3.073 -6.357 -1.566
H 0.079 -1.133 -1.468
O 4.819 1.608 1.807
H -3.339 -4.196 -0.662
O -2.308 -1.163 -0.511
F -3.252 1.048 1.539
O -0.660 2.885 -1.901
C 4.008 2.121 1.128
O 1.725 -0.615 -0.445
N 3.197 1.482 0.181
H -3.431 2.070 -0.822
Cl -1.519 -3.941 -2.119
C -0.311 0.672 -0.190
O 0.569 1.250 0.693
P -1.287 2.125 -0.826
O -0.694 -1.785 1.066
F 4.169 1.656 -1.942
H -3.829 -4.275 -2.369
O -1.623 3.164 0.395
F -1.906 0.162 3.036
Br 1.286 0.598 -2.800
C -2.543 -0.028 1.888
O 4.690 -0.066 -0.722
P 2.029 0.276 0.974
H 3.187 -0.454 1.407
S -1.439 -0.675 0.537
```



[3]
Molecular formula: C9H15N2O
Method: DFT, ωB97M-V/def2-TZVPD

Computed properties:
Energy relative to the best compared isomer or geometry (same formula, charge and spin) in eV: 3.4305
Largest force on an atom in hartree/bohr: 0.07415
HOMO level in eV: -11.808
LUMO energy in eV: -3.12
E_tot in hartree: -536.33920
Charge: +1

Geometry as XYZ:
```
27
C9H15N2O | the OMol25 dataset | ωB97M-V/def2-TZVPD
H 1.621 -0.457 -2.361
C -2.895 0.918 1.349
H -2.856 -2.221 1.014
C 3.619 0.913 -0.385
C 1.184 0.579 -0.468
H -2.934 -1.319 2.580
H 2.178 2.349 0.363
H 4.465 1.652 -0.345
C -2.447 -1.472 1.610
O -2.282 0.449 -1.444
C 3.912 -0.473 -0.742
C 1.547 -0.711 -1.239
C -1.982 -0.373 -0.497
H -1.470 -1.258 -0.896
H -2.772 1.224 -1.132
H -1.437 -1.527 1.948
H -3.920 0.588 1.530
H 0.081 1.782 0.298
H 0.800 -1.532 -1.181
H -2.516 1.324 2.264
H -2.948 1.825 0.745
N 0.010 0.800 0.072
C 2.959 -1.258 -1.184
H 5.051 -0.698 -0.849
N -2.455 -0.300 0.735
H 3.127 -2.254 -1.516
C 2.358 1.451 -0.270
```



[4]
Molecular formula: C41H77CrN8O3
Method: DFT, ωB97M-V/def2-TZVPD

Computed properties:
Energy relative to the best compared isomer or geometry (same formula, charge and spin) in eV: 4.1800
Spin multiplicity: 4
Largest force on an atom in hartree/bohr: 0.14360
HOMO level (spin up / spin down) in eV: -7.750 / -7.627
LUMO energy (spin up / spin down) in eV: -0.71 / 0.24
E_tot in hartree: -3316.43898
⟨S²⟩: 3.80
Charge: 0

Geometry as XYZ:
```
130
C41H77CrN8O3 | the OMol25 dataset | ωB97M-V/def2-TZVPD
H 0.344 7.374 -4.719
H -4.666 2.231 -0.896
C 0.435 6.488 -4.091
C -3.734 2.796 -0.917
N -1.853 2.983 4.793
H 1.392 2.509 1.685
C 2.171 -4.789 0.199
C -2.663 2.177 4.874
H -0.816 0.447 -5.874
C -2.581 1.835 -0.890
H -3.601 -0.548 2.867
H -2.444 5.463 -0.790
H -1.002 -5.814 6.656
N -0.290 5.973 4.112
H -4.985 -2.253 0.018
H 2.244 0.502 3.193
Cr -0.095 -0.606 -0.625
H -0.675 -5.550 2.136
C -0.162 -0.392 4.041
N -0.426 2.985 -3.657
C 3.962 -3.981 -3.967
H -3.571 3.415 1.173
H -1.545 6.356 -3.361
N -1.703 0.984 -0.900
H -0.355 -5.693 0.362
H 0.276 0.534 4.413
C 0.370 5.209 -4.832
H -3.380 0.949 1.880
H -0.443 7.559 -2.469
H -0.479 5.346 -5.501
H -1.246 -0.488 3.992
H 2.136 3.956 3.620
H 0.204 -1.747 -6.411
H 1.514 -6.306 1.589
H 2.626 -0.702 -4.846
H -0.221 -3.840 5.192
H 0.701 1.033 -5.357
H 3.595 -2.098 -3.169
H -3.739 3.296 -1.886
H 1.924 -2.376 -4.842
C -3.088 -2.693 5.107
H 3.782 0.753 0.347
C 0.113 0.116 -5.411
C -2.895 -2.560 -0.750
H 0.160 -1.059 4.841
C 2.166 -1.494 -5.436
C 5.743 -2.313 -3.141
H 4.017 -3.213 -2.090
H -2.909 -4.215 3.799
H 2.721 -0.907 2.284
H 6.431 -3.063 -2.751
C -1.180 -4.329 5.025
H -4.502 1.330 5.726
C -2.225 -3.502 4.259
H 3.229 -4.626 0.403
C 2.974 1.160 -3.011
C -2.907 -4.110 -0.799
C 1.329 -5.242 1.445
H -1.078 -5.140 4.304
C 4.045 0.760 -0.711
H 4.465 -0.223 -0.924
H 3.037 -1.749 -6.039
C 0.820 3.390 1.977
C 1.801 -3.479 -0.323
H 1.393 5.111 -5.194
C 0.872 -0.924 -6.159
H -5.506 0.413 3.997
H -1.782 -2.950 3.430
H -3.856 -0.909 0.196
H 3.739 1.921 -3.161
C 2.759 1.173 -1.528
C -0.147 -5.138 1.276
H -2.742 -4.541 0.189
C -4.689 1.062 3.682
H -3.232 -2.141 -1.698
H 6.926 -1.372 -4.593
H 2.060 1.446 -3.533
H -1.503 4.061 -0.234
H -5.089 2.019 3.345
C -0.078 3.968 -4.147
H 2.108 -5.513 -0.613
N 1.451 -2.436 -0.754
H -3.626 -2.315 1.211
H 0.602 5.460 1.312
H 2.409 -0.929 4.005
H 0.744 2.913 3.992
H 5.748 -2.652 -5.241
H 3.253 0.139 -3.270
H -2.643 -5.235 6.372
C 5.959 -1.870 -4.513
H 4.855 1.481 -0.816
H -0.458 5.869 -2.073
N 3.745 -4.859 -4.603
C 0.588 -0.870 2.821
H -3.376 0.277 5.306
H -2.171 5.217 0.901
O 1.598 0.484 -1.098
C 2.032 -0.557 3.053
H -4.501 4.489 0.148
C 1.161 4.556 1.070
O -1.605 -2.105 -0.609
C -2.372 4.685 -0.030
H 2.202 4.877 1.035
H 2.674 2.215 -1.217
H -0.483 -4.109 1.144
C -3.608 3.865 0.181
H -4.996 0.095 1.951
C -1.591 -4.954 6.338
H 1.658 -4.673 2.314
H 1.184 -0.547 -7.133
H 0.447 -1.948 2.906
H -3.888 -4.482 -1.096
H 5.345 -0.984 -4.677
O 0.037 -0.508 1.548
C 1.075 3.788 3.432
C 4.348 -2.881 -3.074
H -2.188 -4.605 -1.451
C -0.580 6.568 -2.900
H -0.254 3.213 1.933
H -1.562 -4.253 7.173
C 0.317 5.012 3.815
H 1.444 6.645 -3.709
N -3.802 -2.093 5.812
H 5.787 -1.505 -2.411
C -3.946 -1.995 0.219
C -4.074 0.352 2.473
C -0.161 -0.249 -4.014
H 0.847 4.292 0.060
C -3.772 1.218 4.925
N -0.359 -0.589 -2.944
```



[5]
Molecular formula: C48H51EuN5PS4
Method: DFT, ωB97M-V/def2-TZVPD

Computed properties:
Spin multiplicity: 8
Largest force on an atom in hartree/bohr: 0.07510
HOMO level (spin up / spin down) in eV: -2.850 / -2.776
LUMO energy (spin up / spin down) in eV: 1.66 / 1.13
E_tot in hartree: -4777.52886
⟨S²⟩: 15.82
Charge: -1

Geometry as XYZ:
```
110
C48H51EuN5PS4 | the OMol25 dataset | ωB97M-V/def2-TZVPD
H 16.341 5.854 12.847
H 13.804 11.636 16.784
C 12.789 11.890 16.707
C 9.647 7.196 7.053
C 14.774 14.117 21.840
H 9.759 10.543 17.331
C 14.190 13.384 22.875
C 18.056 13.104 13.563
H 13.719 13.869 23.729
S 12.613 15.150 14.666
N 20.402 14.332 11.478
H 10.659 14.523 13.512
C 15.685 14.020 12.327
H 17.995 13.364 20.543
H 12.512 12.955 16.927
H 8.957 9.078 6.137
C 17.562 9.418 20.799
H 9.370 6.527 6.196
C 17.218 6.998 20.554
H 11.600 18.841 18.154
C 19.833 11.754 17.481
H 10.273 5.527 8.252
C 20.462 12.763 18.283
C 11.953 10.629 18.721
H 18.987 12.820 14.013
C 16.789 12.633 14.013
C 15.465 13.535 20.809
C 15.621 13.083 13.412
C 16.041 9.384 14.591
H 10.274 10.877 15.685
C 16.590 9.650 19.803
H 17.446 5.967 20.802
H 12.147 9.918 16.611
C 19.833 13.230 19.453
H 14.738 14.315 11.868
C 11.622 18.787 17.082
H 15.961 10.361 15.033
C 17.868 11.930 18.884
H 20.315 11.424 16.552
C 14.377 12.009 22.820
H 14.388 18.382 15.486
C 10.394 8.867 9.150
H 14.648 15.177 21.825
C 13.533 17.747 15.090
H 18.070 10.224 21.236
C 10.417 11.214 16.730
C 10.185 6.615 8.166
H 15.993 14.185 20.127
H 17.843 10.860 16.983
C 16.324 7.264 19.526
S 12.740 17.376 16.753
C 9.799 9.443 8.007
H 9.398 18.314 17.421
H 12.948 18.388 14.471
C 15.050 7.652 13.162
C 10.674 7.439 9.182
N 10.681 9.638 10.266
C 10.306 16.558 14.198
H 11.468 7.140 9.932
H 12.752 9.896 18.859
P 16.217 11.319 19.187
C 17.205 7.332 14.067
H 9.604 10.515 7.902
C 11.816 10.821 17.172
C 17.165 8.563 14.676
Eu 13.360 12.077 14.131
H 18.007 8.850 15.315
H 20.415 13.879 20.175
C 15.001 8.965 13.754
C 13.829 16.478 14.338
N 11.465 9.046 11.162
C 11.189 15.454 13.613
H 11.376 15.826 12.545
H 14.174 7.262 12.597
C 18.526 12.898 19.708
C 9.429 8.616 6.986
H 13.995 16.743 13.304
C 10.200 18.437 16.587
H 14.760 16.037 14.722
C 16.897 14.552 11.973
H 14.924 8.684 18.722
H 9.286 16.398 13.867
S 11.101 11.340 12.584
H 12.180 11.596 19.201
N 12.975 9.147 12.814
C 15.590 12.165 20.729
C 15.032 11.396 21.748
C 18.062 14.123 12.616
H 10.609 17.592 13.804
H 21.490 13.025 17.976
H 18.633 7.991 21.940
N 13.917 9.806 13.497
H 10.096 10.385 10.608
H 18.124 6.722 14.168
C 15.790 8.555 19.334
H 13.924 11.419 23.592
H 11.021 10.179 19.051
H 15.796 6.412 19.023
C 18.494 11.430 17.714
S 10.271 16.666 15.969
C 19.357 14.312 12.002
H 16.913 15.413 11.320
H 12.004 19.701 16.594
C 17.825 8.047 21.217
H 16.741 11.971 14.839
H 9.684 19.098 15.839
C 16.153 6.826 13.366
C 11.917 9.763 12.204
H 15.143 10.339 21.698
H 10.040 12.260 16.823
```



The lowest charge belongs to which entry? C3H20F9O19S3



largest force on an atom of number 1 (C3H20F9O19S3)? 0.02127 hartree/bohr



Which formula does entry 5 have? C48H51EuN5PS4